DFT (wB97M-V/def2-TZVPD) results for a single CH6N4 molecule in a non-equilibrium geometry.

- energy relative to the best compared isomer or geometry (same formula, charge and spin) (kJ/mol) = 9.3
- HOMO (spin up / spin down) (eV) = -5.8 / -9.3
- frontier orbital gap (spin up / spin down) (Ha) = 0.2508 / 0.3549
- 2S+1 = 3
- E_tot (eV) = -7088.3057

```
11
CH6N4 (wB97M-V/def2-TZVPD)
C -1.8261 -0.4250 0.2368
N 1.6089 0.3713 -0.2547
N 0.4720 -0.3316 -0.2379
N 1.5533 1.5796 0.2217
N -0.6555 0.3443 0.1146
H -2.2108 -0.4133 1.2344
H -2.7611 -0.2145 -0.3348
H -1.6253 -1.4600 -0.0789
H 2.3922 -0.1951 -0.4304
H 0.6539 -1.2599 -0.5083
H 2.3986 2.0042 0.0375
```

---

DFT (wB97M-V/def2-TZVPD) results for an isolated ion of composition CH6N4O and charge +2 in a non-equilibrium geometry.

- energy relative to the best compared isomer or geometry (same formula, charge and spin) (kJ/mol) = 156.9
- HOMO (spin up / spin down) (eV) = -19.4 / -19.4
- structure (SMILES) = [H]/N=[NH+]/O/C=[NH+]/N
- frontier orbital gap (spin up / spin down) (Ha) = 0.2925 / 0.2926
- total charge = +2
- E_tot (eV) = -9117.1486

```
12
CH6N4O (wB97M-V/def2-TZVPD)
H 2.7206 -1.6297 -0.1487
N 1.9237 -0.9690 0.0331
N 2.1212 0.2450 0.0788
O 1.0231 0.9101 0.1459
C -0.0990 0.1294 -0.0499
N -1.2641 0.5805 0.2823
N -2.3342 -0.1043 0.0147
H 2.9355 0.7605 0.1517
H 0.0829 -0.6706 -0.6897
H -1.5534 1.5272 0.7587
H -3.1758 0.3852 -0.2388
H -2.3807 -1.1641 -0.3381
```

---

DFT (wB97M-V/def2-TZVPD) results for a 2-piece molecular cluster, CH6N4O2 overall in a non-equilibrium geometry.

- energy relative to the best compared isomer or geometry (same formula, charge and spin) (kJ/mol) = 285.6
- HOMO (eV) = -10.0
- structure (SMILES) = [H]/N=C(\N)ON=O.N
- frontier orbital gap (Ha) = 0.3784
- E_tot (eV) = -11186.0514

```
13
CH6N4O2 (wB97M-V/def2-TZVPD)
H 0.5760 1.4715 0.0937
N 1.5184 1.0801 -0.2825
C 1.8322 -0.0628 0.2058
N 1.0628 -1.0490 0.7743
O 2.9510 -0.7254 -0.4435
N 4.2960 -0.4668 -0.3396
O 4.4582 0.4786 0.3800
H 1.4115 -1.8294 1.3573
H 0.2779 -0.5745 1.2078
N -1.5624 0.1668 -0.2914
H -0.8872 -0.5982 -0.6939
H -2.5067 -0.1181 -0.4006
H -1.6144 0.8652 -1.0471
```

---

DFT (wB97M-V/def2-TZVPD) results for a single CH6N4S molecule in a non-equilibrium geometry.

- energy relative to the best compared isomer or geometry (same formula, charge and spin) (kJ/mol) = 18.7
- HOMO (eV) = -8.8
- structure (SMILES) = [H]/N=C(/NN)NS
- frontier orbital gap (Ha) = 0.3491
- E_tot (eV) = -17928.6076

```
12
CH6N4S (wB97M-V/def2-TZVPD)
H 2.4536 -0.0409 -0.4057
N 1.6585 -0.2961 -0.9774
C 0.5326 -0.1397 -0.4060
N -0.7295 -0.3210 -0.9817
N -1.8010 0.3728 -0.4099
N 0.3662 0.1793 0.9119
S 1.6714 0.4029 1.9974
H -0.7129 -0.4901 -1.9583
H -2.0623 1.0820 -1.0977
H -2.5786 -0.3243 -0.2485
H -0.5794 0.4638 1.1453
H 1.7815 -0.8888 2.4306
```

---

DFT (wB97M-V/def2-TZVPD) results for a single CH6N4S molecule in a non-equilibrium geometry.

- energy relative to the best compared isomer or geometry (same formula, charge and spin) (kJ/mol) = 204.1
- HOMO (eV) = -8.6
- structure (SMILES) = [H]/N=[N+](\[S-])C(N)N
- frontier orbital gap (Ha) = 0.2936
- E_tot (eV) = -17926.6862

```
12
CH6N4S (wB97M-V/def2-TZVPD)
H 2.0702 1.1241 1.6083
N 1.1469 1.1576 1.1102
N 0.9445 0.2342 0.2630
S 2.0972 -0.8764 0.1034
C -0.2835 0.0291 -0.5724
N -1.5768 0.7600 0.2178
N -0.4950 -1.2775 -0.8620
H -0.3143 0.7298 -1.5054
H -1.1164 1.4307 0.8428
H -2.1431 0.0851 0.7298
H -0.1053 -1.4216 -1.7297
H -0.2245 -1.9753 -0.2057
```

---

DFT (wB97M-V/def2-TZVPD) results for a 2-piece molecular cluster, CH6N4S overall in a non-equilibrium geometry.

- energy relative to the best compared isomer or geometry (same formula, charge and spin) (kJ/mol) = 351.3
- HOMO (spin up / spin down) (eV) = -7.7 / -7.5
- frontier orbital gap (spin up / spin down) (Ha) = 0.2960 / 0.2888
- E_tot (eV) = -17925.1611

```
12
CH6N4S (wB97M-V/def2-TZVPD)
C 1.9391 -0.2106 -0.4039
N -1.4457 -0.3837 0.5462
N -0.5582 -1.0215 0.9592
N -2.7403 -0.5680 0.4855
N 1.0009 0.5341 0.3836
S -0.1098 1.4173 -0.3674
H 1.6852 -1.2738 -0.3773
H 1.9887 0.1102 -1.4504
H 2.9266 -0.0866 0.0503
H -3.1674 -1.3902 0.9008
H -3.3162 0.1718 0.1234
H -0.4378 2.1750 0.7051
```

---

DFT (wB97M-V/def2-TZVPD) results for a single CH6N4S2 molecule in a non-equilibrium geometry.

- energy relative to the best compared isomer or geometry (same formula, charge and spin) (kJ/mol) = 173.7
- HOMO (eV) = -8.2
- structure (SMILES) = NN/C(=N\S)NS
- frontier orbital gap (Ha) = 0.3095
- E_tot (eV) = -28761.8050

```
13
CH6N4S2 (wB97M-V/def2-TZVPD)
N -1.5966 1.2519 0.2674
N -0.6312 0.8777 -0.5419
C 0.2824 -0.2137 -0.1880
N -0.1337 -1.4271 0.0779
S -1.7143 -1.8993 -0.1191
N 1.6542 0.1042 -0.4086
S 2.8875 -0.9434 -0.0699
H -2.2598 0.3823 0.4001
H -1.3438 1.5691 1.2393
H 0.0377 1.6757 -0.9016
H -1.9409 -1.4579 -1.2892
H 1.9320 1.0512 0.0824
H 2.8264 -0.9707 1.4513
```

---

DFT (wB97M-V/def2-TZVPD) results for a 2-piece molecular cluster, CH6N5O2 overall in a non-equilibrium geometry.

- energy relative to the best compared isomer or geometry (same formula, charge and spin) (kJ/mol) = 148.8
- HOMO (spin up / spin down) (eV) = -12.6 / -13.7
- frontier orbital gap (spin up / spin down) (Ha) = 0.2752 / 0.3593
- total charge = +1
- E_tot (eV) = -12667.3598

```
14
CH6N5O2 (wB97M-V/def2-TZVPD)
C -0.2400 0.1211 -0.1387
N -1.5609 0.3171 0.1310
N 0.5071 0.6608 -1.1105
N 1.7514 -0.8537 0.5388
N 2.0820 -2.8244 -0.6993
N 0.3806 -0.6955 0.7473
O 2.1253 -2.4685 -1.8054
O 2.1146 -3.6675 0.0440
H -2.0730 0.9818 -0.3430
H -2.1408 -0.4307 0.5610
H -0.0366 1.2856 -1.6448
H 1.3306 0.1059 -1.3021
H 2.3684 -1.0303 1.3119
H -0.2591 -0.9897 1.5176
```

---

Number 1: M 74.1 g/mol. Number 2: M 90.1 g/mol. Number 3: M 106.1 g/mol. Number 4: M 106.2 g/mol. Number 5: M 106.2 g/mol. Number 6: M 106.2 g/mol. Number 7: M 138.2 g/mol. Number 8: M 120.1 g/mol.